A cluster of 2 separate species, C5H14NO in total in a non-equilibrium geometry, computed with wB97M-V/def2-TZVPD.

Summary:
total energy = -328.5542 hartree
molecular weight = 104.173 g/mol
net charge = +1
2S+1 = 1
gap between HOMO and LUMO = 0.33809 Eh
energy above the lowest of the compared OMol25 structures with the same formula, charge and spin = 82.84 kcal/mol
maximum force = 3.55 eV Å⁻¹

```
21
Properties=species:S:1:pos:R:3:forces:R:3:nbo_charge:R:1
C 1.3609 -0.5346 1.6972 -0.50 0.73 0.63 -0.625
C 1.7351 0.8710 1.1652 -0.03 0.27 0.07 -0.408
C 1.5039 1.0901 -0.3423 -0.52 0.08 0.08 -0.434
C 0.0380 1.3494 -0.7050 -0.37 0.06 1.26 -0.147
C -0.7664 0.2860 -0.8577 0.80 -0.51 -0.78 -0.088
N -1.6352 0.1957 -2.0882 -2.21 2.22 1.67 -0.708
H 0.9957 -1.2480 0.9589 0.01 0.15 -0.06 0.194
H 0.6247 -0.4070 2.4980 -0.23 -0.25 -0.31 0.220
H 2.1873 -0.9882 2.2184 0.51 -0.22 -0.13 0.234
H 2.7311 1.1091 1.5302 0.36 -0.07 -0.65 0.233
H 1.1511 1.6633 1.6499 -0.20 -0.34 0.11 0.207
H 1.7376 0.2434 -1.0013 0.43 -0.06 0.64 0.215
H 2.0685 1.9316 -0.7853 -0.22 -0.14 0.54 0.251
H -0.4272 2.3434 -0.5810 0.67 0.07 -1.61 0.237
H -0.7074 -0.5901 -0.2440 0.47 -0.96 -0.77 0.248
H -2.4550 0.8153 -1.9417 0.17 0.03 -0.18 0.440
H -2.1150 -0.6744 -2.3251 0.87 -0.50 0.06 0.468
H -1.1042 0.6519 -2.8243 -0.09 -0.69 -0.47 0.456
H -1.7684 -3.1675 0.4925 0.32 -0.21 -1.01 0.475
H -2.7251 -2.4459 1.2104 -0.63 0.69 -0.76 0.480
O -2.4301 -2.4945 0.2753 0.38 -0.37 1.67 -0.950
```
Forces are in eV/Å.